Molecular formula: C4H8O
Method: DFT, ωB97M-V/def2-TZVPD

Last column: Löwdin charge in e.
Cartesian coordinates (Å):
C  -0.12686  -0.11573  1.50330  -0.084
C  0.14764  -0.37913  -0.02170  -0.280
C  0.97086  0.95572  -1.02461  0.026
C  -1.10616  -0.66243  -0.75478  -0.301
O  -1.37636  -0.13230  -1.80385  0.042
H  0.77552  -0.12855  2.13200  0.073
H  -0.62879  0.84159  1.66113  0.076
H  -0.78818  -0.89136  1.93808  0.078
H  0.76940  -1.31005  -0.02096  0.138
H  1.23440  0.66931  -2.05640  0.058
H  1.52411  0.64799  -0.18819  -0.006
H  0.40272  1.89649  -1.07537  0.059
H  -1.79830  -1.39155  -0.28865  0.123

HOMO = -9.6 eV
HOMO-LUMO gap = 10.522 eV
Energy above the lowest of the compared OMol25 structures with the same formula, charge and spin = 60.7 kcal/mol

Molecular formula: C5H8O
Method: DFT, ωB97M-V/def2-TZVPD

Last column: Löwdin charge in e.
Cartesian coordinates (Å):
C  1.77546  -0.32341  0.24420  -0.035
C  0.57332  0.22032  -0.53450  -0.394
C  -0.27712  1.07830  0.33406  -0.059
C  -1.47501  0.52862  0.49330  -0.070
C  -1.62230  -0.58215  -0.50978  -0.183
O  -0.27625  -0.86688  -0.90402  -0.110
H  2.34834  -0.99647  -0.39960  0.080
H  2.43436  0.48774  0.57365  0.081
H  1.45836  -0.89243  1.12786  0.089
H  0.90795  0.76403  -1.42053  0.141
H  0.07002  1.88243  0.97211  0.115
H  -1.56774  0.49309  1.56358  0.109
H  -2.19777  -0.27862  -1.40322  0.119
H  -2.09976  -1.48120  -0.10818  0.116

HOMO = -9.1 eV
HOMO-LUMO gap = 10.277 eV
Energy above the lowest of the compared OMol25 structures with the same formula, charge and spin = 50.1 kcal/mol

Molecular formula: C16H20N8O2S
Method: DFT, ωB97M-V/def2-TZVPD

Last column: Löwdin charge in e.
Cartesian coordinates (Å):
O  2.90899  1.26710  1.29270  0.044
O  -0.99577  1.29467  -0.23163  0.086
N  -6.41346  1.13945  1.16479  -0.029
N  -6.02283  1.58282  2.31730  0.010
N  -5.43168  0.37818  0.55621  0.084
S  -1.26152  -2.00691  1.97338  1.021
C  2.50796  0.18722  0.81351  -0.382
C  -0.95091  1.05155  0.99282  -0.366
C  -4.40634  0.40007  1.35927  -0.307
C  2.87157  1.88816  -3.19399  -0.010
C  5.13503  1.11427  -3.18922  -0.059
C  2.61989  1.03649  -2.13228  -0.046
C  4.91494  0.32372  -2.07731  -0.038
C  4.18872  1.96439  -3.72296  -0.357
C  3.62025  0.28431  -1.56180  -0.230
N  -4.76094  1.15416  2.42258  0.054
N  4.55274  2.82561  -4.70334  0.084
N  2.81086  -1.77821  -0.78796  0.031
N  -1.94816  0.51269  1.75751  0.014
N  1.23998  -0.25916  1.09093  0.123
C  3.36234  -0.52385  -0.28072  -0.262
C  -3.75004  -1.99920  2.81303  -0.120
C  -3.52714  -2.56159  0.40139  -0.080
C  -3.00890  -1.68332  1.52107  -0.740
C  -3.04434  -0.21067  1.08895  -0.192
C  -0.94916  -0.25296  2.49256  -0.406
C  0.18902  0.48409  1.77064  -0.184
H  2.08575  2.52405  -3.57346  0.106
H  6.14733  1.11395  -3.59516  0.109
H  1.61235  1.04327  -1.68435  0.120
H  5.73634  -0.22441  -1.54873  0.130
H  -4.08197  1.50577  3.09560  0.160
H  3.78609  3.17816  -5.28848  0.107
H  5.47083  2.63694  -5.14452  0.111
H  1.93510  -1.57231  -1.31570  0.092
H  3.50281  -2.21317  -1.42326  0.096
H  0.94548  -1.04964  0.50433  0.108
H  4.33157  -0.69079  0.19000  0.140
H  -3.46772  -1.34238  3.61905  0.071
H  -4.84440  -1.98739  2.71852  0.095
H  -3.45759  -3.01278  3.14884  0.085
H  -4.58461  -2.35121  0.19664  0.094
H  -3.44486  -3.63230  0.66076  0.094
H  -2.94797  -2.42382  -0.52090  0.091
H  -2.85732  -0.22767  -0.01419  0.163
H  -0.94516  -0.11226  3.57573  0.118
H  0.62682  1.22489  2.45184  0.166

HOMO = -7.7 eV
HOMO-LUMO gap = 8.080 eV